# 1
This record from OMol25 describes C15H40I2N3O3P2Pt as an isolated structure. The level of theory is ωB97M-V with the def2-TZVPD basis set.

Structure (XYZ):
```
66
Properties=species:S:1:pos:R:3
Pt 0.266 1.079 -1.098
H 0.548 0.452 3.450
H -0.751 -3.071 3.242
H -2.455 -1.219 2.344
H -2.958 -4.349 0.634
I 5.340 1.382 -2.805
H 2.404 5.814 0.113
C -1.645 -0.495 2.349
H -3.144 1.070 -0.581
I 3.146 0.940 -1.285
C -1.590 -2.859 -0.032
H -2.571 -3.209 1.909
H 1.009 -4.324 2.032
H 0.586 -4.965 0.435
C -3.006 1.453 -1.591
O 2.282 5.149 -1.579
C 1.521 -2.968 0.375
H -0.662 4.728 -4.655
H 0.707 0.747 1.721
H -2.226 -1.137 -1.221
O 0.676 3.098 -1.515
H 2.812 -1.227 0.778
H -1.799 0.223 1.541
H -3.097 -1.283 0.324
H -3.441 -2.391 -0.995
H 2.590 -2.307 2.179
C -1.201 -3.696 -1.259
N 0.087 -0.643 -0.496
H -3.240 0.626 -2.288
P -0.047 -1.934 0.573
H 2.263 -4.881 0.940
P 0.918 4.592 -1.387
C 0.778 -0.021 2.491
H 3.595 -2.797 0.832
C 1.302 -4.358 0.985
C -0.102 -2.211 3.379
H -1.714 0.051 3.294
H -1.242 5.238 -2.396
N 0.028 4.504 -3.938
H 0.090 6.331 -2.861
H 1.819 -2.081 -1.627
N 1.719 5.748 0.887
H 2.903 -3.396 -1.203
H -0.079 4.562 0.879
H 2.089 5.077 1.558
O -1.687 1.815 -1.847
H 1.803 -0.370 2.541
H 0.925 -2.554 3.481
H -1.411 -4.473 1.452
C -0.254 -1.142 2.288
H -0.749 -3.095 -2.051
C 1.869 -3.050 -1.126
H -0.380 -1.748 4.330
H 1.630 6.648 1.357
C -0.188 5.297 -2.663
C -2.146 -3.762 1.075
C 0.427 5.285 0.250
H -2.125 -4.121 -1.661
C -2.642 -1.836 -0.495
H 1.254 -3.761 -1.669
H -3.694 2.261 -1.835
H 0.955 4.691 -4.328
H -0.015 3.505 -3.732
C 2.680 -2.261 1.096
H -0.549 -4.532 -1.021
H -0.212 6.157 0.123
```

Properties
charge = +3
lowest unoccupied orbital energy (spin up / spin down) = -9.0663 / -10.9868 eV
energy relative to the best compared isomer or geometry (same formula, charge and spin) = 5.2 kcal/mol
Kohn-Sham gap (spin up / spin down) = 7.5 / 5.6 eV
2S+1 = 5
highest occupied orbital energy (spin up / spin down) = -16.53 / -16.54 eV
total energy = -2381.916570 Eh
max |F| = 0.017 hartree/bohr
<S²> = 6.0730

# 2
This record from OMol25 describes C15H40LiO7 as an isolated structure. The level of theory is ωB97M-V with the def2-TZVPD basis set.

Structure (XYZ):
```
63
Properties=species:S:1:pos:R:3
H 0.085 3.679 -3.414
O 1.384 2.730 1.628
C 0.071 3.174 1.565
H -0.198 -2.617 -0.900
H 4.709 -0.238 -4.644
C 1.189 -1.241 0.026
O 0.117 2.935 -2.806
H 0.649 5.258 1.876
H -2.557 -3.522 0.023
C -2.146 -3.926 2.112
H 0.430 0.995 4.864
H -2.185 1.498 2.636
C 4.452 -0.600 -3.614
C 3.412 -1.718 -3.719
H -0.518 3.079 2.490
H 5.412 -1.152 -3.357
C -1.738 0.389 5.202
O 0.417 4.850 -0.140
H -0.426 -4.668 0.894
C -1.867 0.461 2.705
H 2.386 -1.352 -3.775
H -3.830 -3.018 1.113
H 0.023 -1.096 -1.789
O 0.190 0.904 3.938
O 2.045 -0.219 -0.249
C 0.543 -1.858 -1.207
H -0.450 2.627 0.767
H 1.257 -2.334 -1.887
H -2.314 2.850 -3.481
H -1.908 1.468 5.268
H 0.312 -0.800 0.589
H -1.494 0.058 1.761
C -0.426 1.783 -3.439
H -2.751 -0.026 5.168
H -1.640 -3.734 4.020
H 0.391 5.794 -0.318
C -1.018 0.112 3.874
H -2.697 -4.876 2.151
Li 3.921 -0.279 -0.895
O -2.237 -3.311 3.398
C 0.604 1.236 -4.423
H -2.788 -0.141 2.757
H -0.165 -3.220 1.873
H -1.034 4.964 1.288
H -0.575 1.029 -2.669
H -0.761 -0.951 3.834
H -2.416 -2.050 0.946
H 3.637 -2.335 -4.598
C 0.017 4.643 1.229
C -1.781 2.097 -4.066
H -1.727 2.478 -5.093
H 1.565 -2.009 0.743
C -2.741 -3.091 1.006
H -1.201 0.003 6.065
H 0.225 0.427 -5.058
C -0.665 -4.192 1.844
H 1.036 2.001 -5.071
H -0.235 -4.816 2.636
O 4.172 0.433 -2.775
H -2.409 1.202 -4.117
H 1.419 0.814 -3.830
H 1.357 1.801 1.892
H 3.471 -2.385 -2.849
```

Properties
charge = -1
lowest unoccupied orbital energy = 2.4936 eV
Kohn-Sham gap = 6.1 eV
2S+1 = 1
highest occupied orbital energy = -3.57 eV
total energy = -1129.694937 Eh
max |F| = 0.040 hartree/bohr

# 3
This record from OMol25 describes C15H40N3O18S3V as an isolated structure. The level of theory is ωB97M-V with the def2-TZVPD basis set.

Structure (XYZ):
```
80
Properties=species:S:1:pos:R:3
H 3.199 -4.737 1.313
H 3.719 -5.275 -3.338
O -3.068 -2.943 -4.326
N -4.211 4.103 0.295
C -3.190 3.259 -0.351
H 3.278 -3.158 2.081
O 0.649 3.391 4.578
H -1.519 2.558 5.423
H -2.856 -3.966 -7.331
O 3.340 -0.451 3.316
O 2.852 2.819 3.618
H -1.799 3.979 4.426
N 3.428 -0.088 4.514
C -2.575 -2.926 -7.164
H 1.060 4.453 1.814
H 0.717 -2.030 2.161
H 2.397 1.029 5.868
H 0.441 5.430 3.007
O -0.248 2.514 -1.930
C 1.385 4.966 2.719
C -0.208 2.518 3.864
O 1.145 3.910 -1.209
H 0.002 2.904 2.866
H 2.015 1.490 -2.855
H -0.733 0.812 0.161
H -1.911 -0.616 1.705
H 3.351 -3.547 -3.885
H 1.365 -3.357 0.379
H -2.285 3.866 -0.303
H -1.729 0.217 -3.193
O 2.520 4.904 5.121
O -4.180 -1.564 2.969
O 1.068 -2.792 -2.483
S 1.607 -4.177 -2.406
O -2.546 -0.739 -5.653
H 2.042 5.825 2.579
C 2.974 -4.540 -3.642
O 4.464 0.135 5.157
H 2.980 2.536 -1.644
O -4.875 -1.869 -5.857
C -0.220 -0.117 0.409
H -0.189 1.440 4.025
C 2.118 1.903 -1.851
O 0.700 -5.303 -2.238
H -1.502 -1.393 -2.977
H -0.890 0.234 -5.684
H -0.145 -0.265 -3.215
C -1.113 -0.586 -3.598
H 4.461 -3.603 0.888
O -1.740 -2.061 0.621
O -5.346 3.730 0.096
S 2.036 3.962 4.087
H 1.950 1.058 -1.183
V -4.045 -2.202 1.470
C 3.402 -3.681 1.133
H 0.583 0.314 1.007
H 1.376 0.507 4.444
H -3.419 2.987 -1.381
H 1.678 -0.633 5.717
H -0.778 -2.068 3.231
O -4.683 -1.157 0.499
S -3.456 -2.157 -5.538
H -2.859 -2.387 -8.067
H -3.139 2.389 0.304
C 2.400 -3.198 0.077
C -1.593 2.909 4.394
C -1.047 -1.132 1.287
H 2.560 -2.227 -0.393
H -2.419 2.323 3.992
O -3.785 5.149 0.865
H -1.492 -2.855 -7.065
N 0.916 2.837 -1.631
H 0.159 -0.600 3.000
C 2.112 0.220 5.195
C -1.197 -0.652 -5.128
H 0.259 -0.553 -0.467
H 2.496 -4.850 -4.572
O 2.573 -4.212 -0.964
H -0.607 -1.398 -5.661
C -0.177 -1.514 2.510
```

Properties
charge = -1
lowest unoccupied orbital energy (spin up / spin down) = 1.6242 / 1.6241 eV
Kohn-Sham gap (spin up / spin down) = 6.1 / 6.3 eV
2S+1 = 2
highest occupied orbital energy (spin up / spin down) = -4.48 / -4.63 eV
total energy = -4252.218996 Eh
max |F| = 0.079 hartree/bohr
<S²> = 0.7607

# 4
This record from OMol25 describes C15H42InN8O3P2S2 as an isolated structure. The level of theory is ωB97M-V with the def2-TZVPD basis set.

Structure (XYZ):
```
73
Properties=species:S:1:pos:R:3
H 1.178 1.917 -3.349
C -6.972 1.589 -1.489
H -7.723 1.089 0.503
C -2.262 -1.779 2.176
P 2.001 -1.675 -0.749
H -7.068 2.734 0.382
H -5.327 1.555 -2.895
N -5.569 1.507 -1.912
H 2.548 1.475 2.660
H 3.587 2.907 2.588
C 4.702 2.246 0.124
H 0.097 1.325 -2.095
C 3.902 -3.129 0.430
N 2.501 -2.678 0.415
N -1.342 2.066 1.236
S -5.320 1.108 0.575
C 1.849 -2.694 1.727
H 0.636 3.551 -1.055
C -2.176 1.679 2.391
H 4.941 3.268 0.418
C 3.748 -1.934 -2.842
H -2.118 0.191 3.942
C -1.522 0.493 3.082
H 2.192 -3.571 2.271
N 2.421 -2.138 -2.238
H 4.231 -1.054 -2.427
H 4.596 2.205 -0.957
C 1.704 3.407 -1.258
H -2.288 2.494 3.107
H -7.498 0.694 -1.824
H -0.388 -0.941 2.166
H 4.313 1.294 2.635
H -1.784 2.795 0.683
H 3.945 -4.145 0.818
C 3.473 1.876 2.254
C -4.666 1.193 -1.018
H 0.692 -3.353 -2.359
H 2.088 -1.808 2.325
H 5.522 1.594 0.426
C 1.657 -3.240 -2.849
H -0.437 2.405 1.550
H 1.490 -3.014 -3.901
C -6.962 1.708 0.038
H -2.512 -2.012 -1.145
H -3.162 1.412 2.018
H 0.771 -2.783 1.606
In -0.932 0.139 -0.029
H 1.481 0.324 -2.637
H -1.674 -2.678 2.375
C 1.176 1.345 -2.423
N -2.050 -1.919 -0.245
S -3.052 0.925 -1.523
N 2.026 1.981 -1.437
H 4.317 -3.131 -0.574
H 4.392 -2.803 -2.697
H 2.198 -4.184 -2.775
H -1.370 -2.667 -0.147
H -7.442 2.456 -1.948
H -0.535 0.786 3.443
H -3.699 -1.095 0.717
H 1.960 3.950 -2.166
N 3.453 1.830 0.786
O 0.522 -1.390 -0.604
O 2.792 -0.272 -0.622
H 4.516 -2.482 1.061
H -2.982 -1.668 2.986
C -3.018 -1.934 0.863
H 3.619 -1.790 -3.914
P 2.283 1.131 -0.041
O 1.006 0.961 0.777
N -1.348 -0.615 2.121
H 2.279 3.823 -0.434
H -3.609 -2.849 0.898
```

Properties
charge = +3
lowest unoccupied orbital energy = -9.0713 eV
energy relative to the best compared isomer or geometry (same formula, charge and spin) = 24.7 kcal/mol
Kohn-Sham gap = 8.2 eV
2S+1 = 1
highest occupied orbital energy = -17.29 eV
total energy = -2929.103464 Eh
max |F| = 0.020 hartree/bohr